No. 1
{
  "formula": "C20H34N2OS",
  "method": "the ωB97M-V functional and the def2-TZVPD basis",
  "species": ["C", "C", "C", "C", "N", "C", "S", "N", "C", "C", "C", "C", "C", "O", "C", "C", "C", "C", "C", "C", "C", "C", "C", "C", "H", "H", "H", "H", "H", "H", "H", "H", "H", "H", "H", "H", "H", "H", "H", "H", "H", "H", "H", "H", "H", "H", "H", "H", "H", "H", "H", "H", "H", "H", "H", "H", "H", "H"],
  "coordinates": [[-1.11, -3.65, -0.51], [-0.70, -2.39, 0.25], [-0.21, -1.30, -0.71], [0.25, -0.02, 0.01], [-0.43, 1.14, -0.53], [-1.54, 1.75, -0.08], [-1.98, 3.20, -0.76], [-2.22, 1.18, 0.94], [-3.48, 1.66, 1.43], [-4.65, 0.79, 0.92], [-4.99, 1.04, -0.56], [-5.41, -0.35, -1.03], [-4.47, -1.23, -0.21], [-4.31, -0.59, 1.04], [1.78, 0.23, 0.01], [2.49, -0.95, 0.68], [4.00, -0.70, 0.75], [4.55, -0.53, -0.66], [3.86, 0.66, -1.33], [4.13, 1.93, -0.53], [3.58, 1.75, 0.89], [4.27, 0.57, 1.56], [2.08, 1.49, 0.82], [2.35, 0.41, -1.40], [-1.90, -3.43, -1.22], [-0.26, -4.06, -1.05], [-1.47, -4.41, 0.18], [-1.56, -2.03, 0.82], [0.09, -2.64, 0.96], [0.59, -1.71, -1.32], [-1.03, -1.04, -1.39], [-0.04, -0.09, 1.07], [0.01, 1.61, -1.31], [-2.05, 0.20, 1.14], [-3.62, 2.69, 1.11], [-3.46, 1.62, 2.53], [-5.53, 0.98, 1.55], [-4.10, 1.37, -1.09], [-5.76, 1.79, -0.68], [-6.45, -0.55, -0.76], [-5.29, -0.50, -2.10], [-3.49, -1.32, -0.71], [-4.86, -2.24, -0.03], [2.10, -1.09, 1.69], [2.31, -1.87, 0.13], [4.48, -1.56, 1.23], [5.63, -0.36, -0.63], [4.37, -1.44, -1.24], [4.25, 0.78, -2.35], [5.21, 2.12, -0.49], [3.65, 2.78, -1.01], [3.77, 2.66, 1.47], [5.35, 0.74, 1.62], [3.90, 0.44, 2.58], [1.58, 2.36, 0.37], [1.68, 1.38, 1.83], [1.88, 1.26, -1.90], [2.17, -0.48, -2.01]],
  "nbo_charge": [-0.60, -0.39, -0.43, 0.02, -0.62, 0.31, -0.33, -0.61, -0.24, 0.09, -0.44, -0.43, -0.06, -0.55, 0.00, -0.41, -0.22, -0.40, -0.20, -0.40, -0.22, -0.40, -0.41, -0.43, 0.20, 0.20, 0.21, 0.19, 0.20, 0.20, 0.21, 0.19, 0.42, 0.40, 0.25, 0.20, 0.18, 0.23, 0.22, 0.20, 0.22, 0.15, 0.19, 0.21, 0.21, 0.21, 0.21, 0.20, 0.21, 0.21, 0.21, 0.21, 0.21, 0.20, 0.22, 0.21, 0.20, 0.21],
  "smiles": "CCC[C@H](NC(=S)NC[C@H]1CCCO1)[C@]12C[C@H]3C[C@H](C[C@H](C3)C1)C2",
  "e_tot_ev": -37156.6548,
  "max_force_ev_per_a": 0.87,
  "orbital_gap_ev": 8.52,
  "homo_energy_ev": -7.87
}

No. 2
{
  "formula": "C20H34N3O4",
  "method": "the ωB97M-V functional and the def2-TZVPD basis",
  "species": ["O", "C", "C", "O", "C", "O", "C", "C", "C", "C", "C", "C", "N", "C", "C", "N", "C", "H", "H", "H", "H", "H", "H", "H", "H", "H", "H", "H", "H", "H", "H", "C", "C", "N", "C", "C", "C", "C", "C", "O", "C", "H", "H", "H", "H", "H", "H", "H", "H", "H", "H", "H", "H", "H", "H", "H", "H", "H", "H", "H", "H"],
  "coordinates": [[5.10, 2.08, 0.34], [5.99, 2.98, -0.34], [5.53, 4.49, -0.27], [5.14, 4.88, 1.05], [3.72, 4.74, 1.13], [3.15, 5.97, 0.65], [1.73, 5.90, 0.60], [1.16, 5.05, -0.59], [1.40, 5.53, -1.93], [0.83, 4.77, -3.10], [0.06, 3.58, -2.83], [-0.17, 3.04, -1.44], [-0.91, 1.87, -1.34], [-1.00, 1.50, -0.04], [-0.44, 2.24, 1.12], [0.25, 3.40, 1.02], [0.39, 3.79, -0.31], [5.57, 1.27, 0.62], [6.05, 2.70, -1.43], [6.98, 2.93, 0.19], [6.44, 5.11, -0.52], [4.77, 4.76, -1.06], [3.36, 4.43, 2.14], [3.40, 3.93, 0.40], [1.37, 6.96, 0.44], [1.28, 5.57, 1.58], [1.98, 6.46, -2.13], [0.98, 5.11, -4.15], [-0.39, 3.04, -3.70], [-1.56, 0.55, 0.17], [-0.61, 1.83, 2.15], [-3.91, -3.54, -1.46], [-3.42, -4.53, -0.43], [-1.91, -4.64, -0.30], [-1.35, -5.08, -1.65], [-1.53, -5.77, 0.66], [-1.95, -5.59, 2.11], [-1.21, -3.31, 0.02], [-1.69, -2.54, 1.24], [-3.05, -2.15, 1.11], [-3.72, -1.99, 2.36], [-3.63, -3.83, -2.48], [-5.00, -3.50, -1.43], [-3.54, -2.53, -1.29], [-3.78, -5.53, -0.69], [-3.83, -4.30, 0.55], [-1.87, -6.00, -1.95], [-0.28, -5.26, -1.54], [-1.52, -4.30, -2.38], [-0.45, -5.90, 0.60], [-2.01, -6.67, 0.26], [-1.21, -5.00, 2.66], [-1.96, -6.57, 2.59], [-2.93, -5.15, 2.24], [-1.33, -2.68, -0.86], [-0.15, -3.54, 0.13], [-1.10, -1.62, 1.32], [-1.52, -3.09, 2.17], [-3.02, -1.77, 3.18], [-4.27, -2.90, 2.59], [-4.43, -1.17, 2.27]],
  "nbo_charge": [-0.74, -0.09, -0.10, -0.52, 0.22, -0.54, -0.11, -0.06, -0.18, -0.20, -0.20, 0.09, -0.36, -0.02, -0.01, -0.38, 0.19, 0.48, 0.17, 0.17, 0.20, 0.19, 0.17, 0.15, 0.21, 0.20, 0.24, 0.23, 0.23, 0.18, 0.20, -0.64, -0.21, -0.21, -0.40, -0.21, -0.64, -0.23, -0.09, -0.56, -0.25, 0.22, 0.26, 0.24, 0.22, 0.24, 0.23, 0.23, 0.24, 0.22, 0.22, 0.22, 0.26, 0.22, 0.24, 0.23, 0.21, 0.19, 0.19, 0.17, 0.21],
  "de_lowest_kcal_mol": 95.5,
  "e_tot_ev": -33941.9017,
  "max_force_ev_per_a": 3.54,
  "orbital_gap_ev": 8.05,
  "homo_energy_ev": -10.48,
  "total_charge": 1
}

No. 3
{
  "formula": "C20H34N4O2",
  "method": "the ωB97M-V functional and the def2-TZVPD basis",
  "species": ["C", "N", "C", "C", "C", "N", "C", "C", "C", "C", "C", "C", "O", "C", "C", "C", "N", "N", "C", "C", "C", "C", "C", "C", "C", "O", "H", "H", "H", "H", "H", "H", "H", "H", "H", "H", "H", "H", "H", "H", "H", "H", "H", "H", "H", "H", "H", "H", "H", "H", "H", "H", "H", "H", "H", "H", "H", "H", "H", "H"],
  "coordinates": [[-2.46, -3.21, -0.57], [-1.92, -1.90, -0.89], [-2.33, -0.82, -0.02], [-3.56, -0.06, -0.54], [-3.49, 1.41, -0.12], [-2.39, 2.07, -0.82], [-1.52, 2.88, 0.00], [-2.13, 4.22, 0.40], [-2.52, 5.00, -0.85], [-3.45, 4.15, -1.71], [-2.80, 2.79, -2.01], [-1.16, -1.77, -2.00], [-0.85, -2.73, -2.69], [-0.66, -0.38, -2.38], [0.85, -0.32, -2.16], [1.19, -0.51, -0.73], [0.70, 0.11, 0.29], [1.28, -0.41, 1.39], [2.12, -1.31, 0.99], [3.00, -2.19, 1.80], [2.84, -1.91, 3.30], [3.40, -0.54, 3.68], [4.85, -0.41, 3.24], [4.98, -0.63, 1.74], [4.46, -2.02, 1.36], [2.11, -1.43, -0.36], [-2.11, -3.53, 0.41], [-2.12, -3.91, -1.33], [-3.55, -3.17, -0.57], [-1.50, -0.12, 0.10], [-2.54, -1.25, 0.96], [-4.48, -0.51, -0.17], [-3.58, -0.11, -1.63], [-4.46, 1.89, -0.33], [-3.32, 1.46, 0.95], [-1.23, 2.30, 0.88], [-0.61, 3.06, -0.58], [-3.02, 4.05, 1.02], [-1.42, 4.79, 1.00], [-3.01, 5.94, -0.59], [-1.62, 5.23, -1.42], [-4.40, 3.99, -1.18], [-3.68, 4.66, -2.65], [-3.47, 2.16, -2.59], [-1.90, 2.96, -2.61], [-0.86, -0.25, -3.44], [-1.15, 0.42, -1.83], [1.34, -1.11, -2.73], [1.23, 0.65, -2.50], [2.69, -3.22, 1.59], [1.79, -1.97, 3.57], [3.38, -2.69, 3.85], [2.80, 0.22, 3.20], [3.32, -0.41, 4.76], [5.23, 0.58, 3.50], [5.47, -1.15, 3.77], [4.40, 0.13, 1.21], [6.02, -0.53, 1.43], [4.54, -2.17, 0.29], [5.06, -2.78, 1.86]],
  "nbo_charge": [-0.42, -0.44, -0.24, -0.42, -0.22, -0.48, -0.21, -0.42, -0.40, -0.42, -0.21, 0.68, -0.65, -0.50, -0.45, 0.47, -0.33, -0.32, 0.48, -0.27, -0.39, -0.41, -0.40, -0.40, -0.39, -0.41, 0.19, 0.25, 0.19, 0.25, 0.20, 0.20, 0.20, 0.18, 0.20, 0.21, 0.19, 0.19, 0.21, 0.21, 0.19, 0.19, 0.21, 0.20, 0.19, 0.23, 0.26, 0.25, 0.23, 0.23, 0.22, 0.20, 0.22, 0.21, 0.21, 0.19, 0.20, 0.21, 0.22, 0.20],
  "smiles": "CN(CCCN1CCCCC1)C(=O)CCc1nnc(C2CCCCC2)o1",
  "de_lowest_kcal_mol": 15.0,
  "e_tot_ev": -31347.8203,
  "max_force_ev_per_a": 1.39,
  "orbital_gap_ev": 9.01,
  "homo_energy_ev": -8.17
}